Below is C45H46BaN6O2PSTe as an isolated structure, with properties calculated with wB97M-V/def2-TZVPD.

Output
total charge	+1
max |F|	2.35	eV/A
HOMO energy	-9.419	eV
Kohn-Sham gap	6.5	eV

```
103
C45H46BaN6O2PSTe, DFT wB97M-V/def2-TZVPD
Ba 0.86 -1.29 -0.02
C 5.23 2.80 4.55
C 4.11 2.06 3.90
C 2.79 2.40 4.08
C 1.75 1.69 3.43
C 0.39 1.98 3.78
N -0.65 1.38 3.30
C -2.02 1.55 3.82
C -2.99 0.61 3.12
C -3.32 1.03 1.69
N -4.40 0.26 1.10
C -4.06 -0.89 0.28
C -3.52 -2.07 1.07
C -4.36 -2.77 1.92
C -3.96 -3.89 2.65
C -4.92 -4.61 3.55
C -2.66 -4.33 2.47
C -1.76 -3.66 1.64
C -0.45 -4.32 1.38
N 0.49 -3.89 0.63
C 1.61 -4.79 0.28
C 2.87 -4.03 -0.20
C 3.65 -3.28 0.90
N 3.10 -1.94 1.24
C 3.84 -1.11 1.85
C 3.40 0.18 2.45
C 4.36 0.92 3.11
C 2.04 0.63 2.54
O 1.08 0.08 1.87
C -2.19 -2.49 0.97
O -1.34 -1.80 0.26
H 4.86 3.61 5.18
H 5.89 3.25 3.81
H 5.84 2.15 5.18
H 2.53 3.22 4.74
H 0.20 2.73 4.54
H -0.44 0.67 2.58
H -2.30 2.60 3.67
H -1.98 1.35 4.89
H -3.92 0.58 3.70
H -2.60 -0.41 3.15
H -2.41 1.01 1.06
H -3.64 2.08 1.71
H -5.00 0.87 0.56
H -4.98 -1.21 -0.22
H -5.39 -2.43 2.02
H -5.84 -4.04 3.66
H -4.51 -4.76 4.54
H -5.19 -5.60 3.16
H -2.32 -5.23 2.97
H -0.36 -5.32 1.82
H 1.26 -5.43 -0.53
H 1.87 -5.44 1.12
H 2.60 -3.36 -1.03
H 3.55 -4.75 -0.65
H 4.71 -3.17 0.64
H 3.61 -3.88 1.82
H 4.89 -1.37 2.05
H 5.39 0.57 3.04
N 2.47 1.81 -2.17
P 0.84 1.21 -2.18
C 0.65 0.54 -3.86
C 0.99 1.23 -5.02
C 0.86 0.63 -6.26
C 0.38 -0.67 -6.35
C 0.03 -1.37 -5.21
C 0.17 -0.76 -3.97
C -0.02 2.81 -2.28
C -1.18 2.97 -3.03
C -1.86 4.18 -3.01
C -1.40 5.23 -2.23
C -0.26 5.07 -1.47
C 0.42 3.87 -1.49
C 3.56 0.99 -2.01
C 4.85 1.56 -2.07
C 5.94 0.74 -1.94
C 5.75 -0.63 -1.75
C 4.45 -1.08 -1.69
N 3.36 -0.31 -1.81
H 2.65 2.76 -2.46
H 1.36 2.25 -4.96
H 1.13 1.17 -7.16
H 0.27 -1.14 -7.32
H -0.36 -2.38 -5.27
H -0.14 -1.32 -3.09
H -1.56 2.16 -3.65
H -2.76 4.28 -3.60
H -1.94 6.17 -2.23
H 0.10 5.88 -0.85
H 1.30 3.75 -0.86
H 4.97 2.62 -2.23
H 6.93 1.16 -2.00
H 6.57 -1.32 -1.67
H 4.26 -2.14 -1.56
Te -2.86 -0.38 -1.50
C -4.45 0.67 -2.34
C -4.77 1.99 -2.13
C -5.95 2.39 -2.80
C -6.51 1.36 -3.52
S -5.58 -0.06 -3.38
H -4.16 2.65 -1.53
H -6.37 3.38 -2.76
H -7.40 1.40 -4.12
```

***

Below is C45H46ClIN6ORe as an isolated structure, with properties calculated with wB97M-V/def2-TZVPD.

Output
total charge	+2
max |F|	2.43	eV/A
HOMO energy (alpha / beta)	-12.497 / -12.372	eV
⟨S²⟩	0.813
Kohn-Sham gap (alpha / beta)	5.9 / 5.9	eV
multiplicity	2

```
101
C45H46ClIN6ORe, DFT wB97M-V/def2-TZVPD
Re 0.29 0.19 -0.35
C 1.61 0.52 2.50
N 1.21 -0.67 1.71
C 0.41 -1.58 2.54
C -1.01 -1.11 2.67
C -1.83 -1.56 3.69
C -3.16 -1.17 3.69
C -3.61 -0.33 2.69
C -2.71 0.10 1.73
N -1.43 -0.30 1.71
C 2.41 -1.38 1.22
C 3.19 -0.51 0.29
C 4.48 -0.83 -0.07
C 5.17 0.02 -0.93
C 4.53 1.17 -1.38
C 3.23 1.41 -0.99
N 2.55 0.58 -0.18
C 0.98 1.82 2.12
C 1.25 2.91 2.93
C 0.74 4.15 2.63
C -0.07 4.26 1.51
C -0.31 3.14 0.75
N 0.22 1.92 1.01
H 1.38 0.35 3.56
H 2.68 0.65 2.43
H 0.42 -2.57 2.09
H 0.86 -1.69 3.54
H -1.43 -2.22 4.45
H -3.83 -1.53 4.46
H -4.64 0.00 2.66
H -3.03 0.76 0.94
H 3.04 -1.70 2.05
H 2.09 -2.27 0.67
H 4.93 -1.74 0.31
H 6.18 -0.21 -1.23
H 5.04 1.87 -2.03
H 2.71 2.29 -1.32
H 1.88 2.77 3.80
H 0.96 5.01 3.24
H -0.52 5.20 1.21
H -0.96 3.22 -0.10
Cl 2.48 0.40 -6.96
C 2.14 -0.07 -5.34
C 2.59 -1.27 -4.87
C 2.31 -1.68 -3.55
I 3.06 -3.46 -2.78
C 1.54 -0.89 -2.72
O 1.21 -1.24 -1.48
C 1.12 0.36 -3.19
N 0.47 1.14 -2.27
C 0.11 2.36 -2.63
C 0.33 2.86 -3.92
C 0.98 2.09 -4.85
C 1.42 0.80 -4.49
H 3.15 -1.93 -5.53
H -0.36 2.98 -1.89
H 0.00 3.86 -4.16
H 1.17 2.46 -5.85
C -3.14 3.94 -1.51
C -3.23 2.49 -1.92
C -4.15 2.08 -2.88
C -4.22 0.74 -3.26
C -5.24 0.27 -4.26
C -3.34 -0.18 -2.71
C -2.39 0.18 -1.74
C -2.39 1.53 -1.36
N -1.47 -0.66 -1.10
C -1.69 -2.15 -1.16
C -1.37 -2.71 -2.57
C -1.69 -4.21 -2.63
C -0.77 -4.96 -1.66
C -1.02 -4.44 -0.25
C -2.47 -4.75 0.15
C -3.39 -3.99 -0.80
C -3.15 -4.46 -2.24
C -3.13 -2.49 -0.69
C -0.78 -2.92 -0.18
H -3.90 4.53 -2.02
H -2.17 4.37 -1.78
H -3.29 4.06 -0.44
H -4.82 2.80 -3.32
H -5.74 1.11 -4.74
H -6.00 -0.33 -3.76
H -4.79 -0.35 -5.03
H -3.41 -1.19 -3.08
H -1.73 1.80 -0.56
H -0.30 -2.57 -2.74
H -1.89 -2.18 -3.36
H -1.52 -4.56 -3.65
H 0.28 -4.80 -1.95
H -0.96 -6.03 -1.71
H -0.33 -4.93 0.45
H -2.65 -4.44 1.19
H -2.65 -5.82 0.08
H -4.43 -4.18 -0.53
H -3.82 -3.92 -2.92
H -3.38 -5.52 -2.32
H -3.21 -2.18 0.36
H -3.89 -1.95 -1.24
H 0.27 -2.74 -0.41
H -1.01 -2.58 0.82
```

***

Below is C45H47Cl3InN10OP2S2 as an isolated structure, with properties calculated with wB97M-V/def2-TZVPD.

Output
total charge	+1
max |F|	1.86	eV/A
HOMO energy	-9.668	eV
Kohn-Sham gap	6.6	eV

```
111
C45H47Cl3InN10OP2S2, DFT wB97M-V/def2-TZVPD
In -0.96 -1.42 0.86
C -0.43 -4.22 6.23
C 0.37 -3.07 5.62
N 0.87 -3.39 4.30
C 0.21 -3.25 3.15
S -1.41 -2.69 3.12
N 0.86 -3.63 2.05
N 0.35 -3.31 0.90
C 0.62 -3.91 -0.20
C 1.60 -5.04 -0.24
C -0.18 -3.57 -1.36
C -0.03 -4.21 -2.59
C -0.97 -4.00 -3.58
C -2.04 -3.15 -3.33
C -2.09 -2.51 -2.11
N -1.19 -2.70 -1.16
H -0.80 -3.92 7.21
H -1.28 -4.46 5.60
H 0.19 -5.10 6.36
H -0.26 -2.18 5.54
H 1.23 -2.84 6.24
H 1.77 -3.84 4.23
H 1.86 -5.28 0.78
H 1.17 -5.92 -0.72
H 2.50 -4.75 -0.78
H 0.81 -4.86 -2.76
H -0.88 -4.50 -4.53
H -2.82 -3.00 -4.06
H -2.88 -1.81 -1.85
Cl 0.81 2.37 6.94
C 0.07 1.68 5.54
C 0.84 0.97 4.64
C 0.25 0.47 3.50
Cl 1.19 -0.41 2.36
C -1.11 0.64 3.19
O -1.66 0.23 2.10
C -1.85 1.34 4.17
Cl -3.53 1.54 3.85
C -1.29 1.85 5.31
H 1.90 0.82 4.82
H -1.90 2.39 6.02
C 0.22 6.19 -2.32
S 1.86 5.65 -2.88
C 1.52 3.90 -3.26
C 1.18 3.09 -2.02
C 1.25 1.60 -2.31
N 0.74 0.77 -1.21
P 1.53 -0.70 -0.80
C 2.35 -1.20 -2.38
C 1.54 -1.45 -3.48
C 2.09 -1.85 -4.68
C 3.46 -2.04 -4.79
C 4.27 -1.82 -3.69
C 3.72 -1.40 -2.49
C 3.03 -0.19 0.12
C 3.38 1.12 0.39
C 4.44 1.41 1.24
C 5.19 0.38 1.78
C 4.88 -0.94 1.48
C 3.79 -1.22 0.68
P -0.91 0.84 -0.75
C -1.75 1.45 -2.26
C -1.82 0.56 -3.33
C -2.41 0.94 -4.53
C -2.95 2.20 -4.66
C -2.89 3.09 -3.60
C -2.29 2.72 -2.41
C -1.06 2.25 0.39
C 0.02 2.75 1.10
C -0.16 3.75 2.04
C -1.43 4.25 2.28
C -2.52 3.72 1.62
C -2.35 2.72 0.69
H 0.28 7.26 -2.20
H -0.02 5.72 -1.37
H -0.52 5.94 -3.07
H 2.45 3.54 -3.72
H 0.72 3.85 -4.01
H 0.18 3.35 -1.68
H 1.88 3.37 -1.23
H 2.29 1.31 -2.49
H 0.69 1.40 -3.23
H 0.47 -1.30 -3.40
H 1.46 -2.02 -5.54
H 3.90 -2.36 -5.72
H 5.34 -1.97 -3.75
H 4.37 -1.22 -1.65
H 2.83 1.93 -0.06
H 4.67 2.43 1.49
H 6.02 0.60 2.44
H 5.49 -1.74 1.87
H 3.52 -2.25 0.47
H -1.41 -0.43 -3.22
H -2.44 0.24 -5.35
H -3.42 2.50 -5.59
H -3.31 4.08 -3.70
H -2.25 3.44 -1.60
H 1.00 2.35 0.93
H 0.69 4.14 2.58
H -1.57 5.04 3.00
H -3.52 4.09 1.84
H -3.19 2.27 0.19
N -6.03 0.56 0.07
N -5.08 -0.30 0.49
N -5.36 -1.28 1.31
C -4.21 -1.93 1.37
N -3.30 -1.35 0.60
N -3.86 -0.31 0.05
H -6.87 0.48 0.64
H -5.70 1.50 -0.05
H -4.03 -2.81 1.96
```

***

Below is C45H48Cl2IrN5O as an isolated structure, with properties calculated with wB97M-V/def2-TZVPD.

Output
total charge	+1
max |F|	0.35	eV/A
HOMO energy (alpha / beta)	-9.542 / -9.807	eV
⟨S²⟩	0.802
Kohn-Sham gap (alpha / beta)	5.8 / 5.0	eV
multiplicity	2

```
102
C45H48Cl2IrN5O, DFT wB97M-V/def2-TZVPD
Ir -0.09 -0.13 0.13
C -4.31 -2.22 -3.98
C -3.70 -3.13 -2.91
C -2.38 -2.64 -2.42
C -1.15 -3.15 -2.66
C -0.81 -4.40 -3.40
C -0.85 -5.64 -2.50
C -0.21 -2.33 -1.93
C 1.07 -2.76 -1.65
C 2.02 -2.07 -0.90
C 3.44 -2.33 -0.88
C 4.08 -3.57 -1.43
C 4.40 -3.44 -2.92
C 4.03 -1.21 -0.39
C 2.96 -0.27 -0.12
C 3.08 1.09 -0.07
C 2.04 2.02 -0.16
N 0.69 1.72 -0.17
C 0.04 2.92 0.07
C -1.28 3.05 0.49
C -2.20 2.05 0.62
N -1.93 0.75 0.28
C -3.12 0.19 -0.03
C -3.23 -0.90 -0.88
C -2.20 -1.49 -1.56
N -0.85 -1.22 -1.41
C -4.21 1.07 0.35
C -3.63 2.23 0.76
C -4.30 3.52 1.11
C -4.59 4.39 -0.11
C -5.66 0.74 0.24
C -6.11 -0.25 1.32
C 0.98 3.99 0.08
C 2.23 3.43 -0.06
C 3.55 4.13 -0.02
C 4.10 4.24 1.41
C 0.64 5.44 0.22
C 0.03 6.02 -1.06
N 1.75 -0.88 -0.33
C 5.48 -0.93 -0.18
C 5.86 -0.87 1.30
H -5.27 -2.60 -4.32
H -3.65 -2.15 -4.85
H -4.46 -1.21 -3.60
H -3.58 -4.14 -3.32
H -4.40 -3.23 -2.07
H 0.18 -4.30 -3.86
H -1.51 -4.53 -4.23
H -0.17 -5.54 -1.65
H -0.58 -6.54 -3.05
H -1.85 -5.78 -2.09
H 1.38 -3.69 -2.11
H 3.44 -4.43 -1.25
H 5.00 -3.76 -0.87
H 3.50 -3.25 -3.50
H 4.86 -4.36 -3.30
H 5.09 -2.61 -3.10
H 4.08 1.50 -0.01
H -1.62 4.06 0.70
H -4.23 -1.27 -1.09
H -3.68 4.07 1.82
H -5.23 3.31 1.64
H -3.67 4.63 -0.65
H -5.07 5.33 0.17
H -5.25 3.87 -0.81
H -5.87 0.32 -0.75
H -6.25 1.66 0.30
H -5.54 -1.18 1.26
H -7.17 -0.49 1.22
H -5.95 0.18 2.31
H 3.44 5.13 -0.45
H 4.27 3.61 -0.66
H 3.41 4.79 2.04
H 5.06 4.76 1.42
H 4.24 3.25 1.85
H 1.54 6.00 0.48
H -0.05 5.58 1.06
H 0.72 5.92 -1.89
H -0.21 7.07 -0.94
H -0.89 5.49 -1.32
H 5.75 0.02 -0.67
H 6.07 -1.70 -0.68
H 5.29 -0.09 1.81
H 6.92 -0.65 1.42
H 5.64 -1.81 1.79
Cl -0.87 -4.63 2.10
C -0.22 -3.24 2.89
C 0.23 -3.34 4.22
C 0.75 -2.25 4.86
Cl 1.29 -2.40 6.50
C 0.86 -1.01 4.20
C 1.37 0.17 4.77
C 1.42 1.32 4.04
C 0.97 1.31 2.71
N 0.49 0.23 2.13
C 0.41 -0.93 2.86
C -0.15 -2.05 2.19
O -0.56 -1.93 0.95
H 0.15 -4.29 4.73
H 1.73 0.15 5.80
H 1.80 2.24 4.45
H 1.01 2.22 2.12
```